Entry from OMol25: a structure of composition C26H38AsF16IrN3SbSi3 (ωB97M-V with the def2-TZVPD basis set).

XYZ file:
```
89
Properties=species:S:1:pos:R:3:forces:R:3
Ir 0.381278 1.383777 -1.254040 -0.300 -0.141 0.191
C 1.026378 2.551988 -3.859398 0.029 -0.057 0.048
N 1.521355 1.506588 -2.919607 -0.011 -0.180 -0.155
C 2.900846 1.826090 -2.456575 -0.095 -0.096 -0.083
C 2.807371 2.921186 -1.414946 -0.005 0.070 0.134
N 1.799124 2.530564 -0.414457 0.038 0.246 0.385
C 1.753139 3.219418 0.786991 0.018 -0.124 -0.325
C 2.088992 4.582377 0.941874 0.011 -0.033 0.066
F 2.460569 5.312886 -0.104362 0.038 -0.054 -0.139
C 1.975100 5.231930 2.153113 0.007 -0.085 -0.089
F 2.267201 6.513164 2.246836 0.018 0.105 -0.004
C 1.531120 4.540394 3.271680 0.020 0.000 -0.074
F 1.425400 5.152438 4.423582 -0.021 0.089 0.174
C 1.207318 3.196459 3.165206 0.033 0.055 -0.106
F 0.819078 2.524942 4.232729 -0.065 -0.129 0.183
C 1.317484 2.559523 1.952538 0.047 0.326 -0.001
F 1.068316 1.261952 1.921595 0.001 -0.421 0.021
C 1.407107 0.157426 -3.548098 -0.053 0.171 -0.064
C -0.065685 -0.277553 -3.610817 -0.003 -0.035 0.169
N -0.829759 0.371931 -2.528666 0.063 0.170 -0.155
C -2.190090 0.439369 -2.619207 0.172 -0.098 -0.008
C -2.986989 -0.634747 -3.064435 -0.020 0.101 0.012
F -2.405816 -1.779989 -3.401337 0.088 -0.193 -0.039
C -4.357693 -0.561510 -3.073898 0.044 0.116 0.033
F -5.081094 -1.600695 -3.435845 -0.096 -0.129 -0.045
C -4.985160 0.618756 -2.679524 0.068 -0.069 -0.022
F -6.290332 0.694723 -2.697263 -0.197 0.013 -0.012
C -4.234251 1.716600 -2.278665 0.099 -0.011 0.030
F -4.836190 2.842661 -1.962385 -0.067 0.131 0.058
C -2.863733 1.617899 -2.238723 -0.081 -0.099 0.023
F -2.152676 2.690182 -1.912289 0.087 0.102 0.061
H 1.678982 2.592628 -4.733237 -0.002 0.005 -0.015
H 1.012474 3.520107 -3.366062 -0.003 -0.001 -0.016
H 0.014044 2.308750 -4.170722 -0.009 0.011 -0.004
H 3.523677 2.131589 -3.299593 0.022 0.003 0.001
H 3.309087 0.916345 -2.018925 0.022 -0.013 0.025
H 2.532627 3.866870 -1.879949 -0.012 0.100 -0.006
H 3.777282 3.075580 -0.938405 0.000 0.027 0.001
H 1.970073 -0.524833 -2.915065 0.034 -0.030 -0.015
H 1.851868 0.162186 -4.546289 -0.018 0.001 -0.018
H -0.102079 -1.363021 -3.518899 -0.011 -0.058 0.000
H -0.533369 -0.023557 -4.563424 0.026 0.014 -0.040
F -1.043074 1.518291 0.455332 -0.126 0.132 0.005
As -2.425502 1.175542 1.540968 0.517 0.230 -0.149
F -1.817459 2.361303 2.610141 -0.039 -0.149 0.003
F -3.404185 2.315897 0.747920 0.004 -0.038 -0.010
F -3.719695 0.741413 2.662717 0.072 -0.400 0.141
F -2.929613 -0.047822 0.442407 -0.103 -0.179 -0.088
F -1.484561 -0.052976 2.366913 -0.004 0.273 -0.122
C 4.394596 -1.911257 -1.043308 -0.004 0.020 0.000
Si 3.587830 -1.281478 0.528292 0.234 -0.251 0.002
C 4.202979 0.425022 0.958342 0.041 0.026 -0.025
C 3.843722 -2.459309 1.945771 -0.079 0.012 0.091
Sb 1.108482 -1.146055 -0.118904 0.065 0.322 -0.228
Si -3.373552 -1.055207 3.940347 -0.478 0.372 0.078
C -2.198483 -2.416057 3.563677 0.012 0.029 -0.190
C -5.108921 -1.422822 3.477215 0.079 -0.249 0.004
C -2.967404 0.105931 5.291713 0.168 -0.185 0.071
Si 0.204349 -3.509656 -0.658766 -0.020 -0.157 0.060
C 0.672433 -3.927569 -2.425352 0.024 0.056 -0.018
C -1.647744 -3.467838 -0.379863 -0.031 -0.075 -0.001
C 1.067162 -4.685052 0.500387 -0.036 -0.071 0.031
H 5.482575 -1.953226 -0.928420 -0.061 0.007 0.037
H 4.182511 -1.261570 -1.896554 0.030 -0.049 -0.018
H 4.051786 -2.919638 -1.289865 0.006 0.046 -0.005
H 5.262148 0.340692 1.222336 -0.034 0.034 -0.015
H 3.679663 0.840134 1.819555 -0.004 0.016 0.013
H 4.123730 1.125817 0.124691 0.012 -0.063 0.085
H 4.912308 -2.581527 2.147087 -0.031 0.036 -0.046
H 3.427630 -3.448355 1.745148 0.025 0.064 0.006
H 3.379825 -2.070667 2.855445 0.008 -0.048 -0.009
H -2.176931 -2.600908 2.486654 0.027 -0.028 0.059
H -2.564765 -3.328496 4.046156 -0.010 0.057 0.029
H -1.190675 -2.197437 3.912330 -0.010 -0.009 -0.014
H -5.401796 -2.389828 3.898252 -0.046 0.071 0.013
H -5.166769 -1.515584 2.389434 -0.049 -0.008 0.019
H -5.803777 -0.652146 3.802412 -0.008 0.009 0.015
H -2.018472 0.595220 5.065955 0.016 0.064 0.039
H -2.831137 -0.454594 6.222105 -0.020 0.024 -0.004
H -3.740239 0.856373 5.435887 -0.033 0.024 -0.009
H -0.123757 -3.688437 -3.133257 0.035 0.045 0.005
H 0.847924 -5.006375 -2.487191 -0.047 0.039 0.007
H 1.596498 -3.439506 -2.745736 -0.040 -0.023 -0.007
H -2.022270 -2.461097 -0.194648 -0.032 0.058 -0.015
H -1.907926 -4.090507 0.480603 0.017 0.036 -0.030
H -2.177770 -3.871483 -1.246174 0.027 0.010 0.020
H 2.127482 -4.790669 0.259650 -0.039 0.029 0.016
H 0.607957 -5.673496 0.382340 0.038 0.045 0.014
H 0.970512 -4.396365 1.548817 0.010 -0.004 -0.038
```
Positions in Å, forces in eV/Å.

The value obtained for the calculated total energy is -169364.268 eV. The energy relative to the best compared isomer or geometry (same formula, charge and spin) is 0.0 kcal per mole. Its expectation value of S² is 6.059. For the LUMO energy (spin up / spin down), the calculation gives -4.81 / -8.26 eV. The value obtained for the HOMO energy (spin up / spin down) is -12.50 / -13.88 eV. Its maximum force is 0.6 eV Å⁻¹. Its net charge is +2. Its spin multiplicity is 5.


Entry from OMol25: a cluster of 5 separate species, C26H38BF12O11 in total in a non-equilibrium geometry (ωB97M-V with the def2-TZVPD basis set).

XYZ file:
```
88
Properties=species:S:1:pos:R:3:forces:R:3
C -4.212256 2.622837 -1.299122 -1.038 -0.388 2.066
C -3.296787 2.666985 -2.079953 1.021 0.057 -1.534
B -2.112509 2.580876 -3.205606 -0.068 0.029 0.516
C -0.784097 1.927870 -2.463766 0.534 -0.670 -0.150
C 0.609783 2.447447 -2.979403 0.102 -0.055 -0.099
C 1.087369 3.823144 -2.380688 1.118 0.085 0.330
C 0.648523 4.090416 -0.910648 -1.024 0.547 -0.432
O 1.682197 4.836416 -0.167493 -0.291 -0.765 1.685
C 1.399097 4.747149 1.183479 0.141 0.270 -0.149
O 2.211747 4.591823 2.059644 -0.098 0.265 -0.983
C -1.856524 4.009745 -3.967619 -1.021 0.245 0.004
O -3.183239 4.582000 -4.245572 0.579 0.737 -0.466
C -3.086060 5.926753 -4.694634 -0.051 0.284 0.414
C -3.511522 6.923324 -3.535945 0.494 -0.641 -0.560
H -4.846283 2.451885 -0.420173 0.466 0.336 -1.098
H -2.450708 1.791778 -4.061571 -0.310 -0.106 -0.211
H -0.810732 0.825236 -2.693209 0.004 0.939 0.371
H -0.937239 2.008631 -1.357467 0.568 -0.043 -0.677
H 1.459191 1.709078 -2.818209 -1.314 1.176 -0.269
H 0.527178 2.560070 -4.096301 0.119 -0.014 0.957
H 2.215725 3.798586 -2.373473 -0.956 0.090 0.046
H 0.826219 4.714571 -3.006124 -0.020 -0.859 0.511
H 0.413447 3.179544 -0.316094 0.245 0.443 -0.770
H -0.259043 4.753675 -0.915446 0.554 -0.797 0.040
H 0.319277 4.861107 1.473767 0.470 -0.155 -0.705
H -1.320949 4.787267 -3.359608 -0.053 -0.561 -0.524
H -1.389365 3.849551 -4.980001 0.117 0.321 0.933
H -2.013885 6.104904 -4.986461 -0.944 0.208 0.090
H -3.726713 6.108006 -5.601561 0.387 -0.350 0.723
H -4.368407 6.496083 -2.965737 0.572 0.277 -0.535
H -3.795719 7.913865 -3.971566 0.365 -0.628 0.523
H -2.636645 6.993993 -2.842348 -0.819 0.255 -0.404
C 0.392622 -4.120347 0.802628 0.008 -0.121 -0.385
C 0.611658 -2.670373 1.184639 -0.287 -0.395 0.388
O 1.373924 -1.976626 0.183906 0.234 0.356 -0.397
C 0.706462 -1.646280 -0.930743 -0.551 -0.477 0.915
O -0.446354 -1.889171 -1.132327 0.310 0.190 -0.346
C 1.618935 -0.886414 -1.894289 0.790 0.910 -1.138
F 2.801206 -1.510197 -2.083404 -0.264 -0.176 0.350
F 1.902870 0.347784 -1.433675 -0.040 -0.861 0.603
F 1.074363 -0.739939 -3.103317 -0.146 -0.378 0.486
H 1.347723 -4.613663 0.609066 -0.002 0.015 0.156
H -0.129866 -4.654524 1.596800 0.065 0.057 0.043
H -0.197367 -4.206056 -0.111049 -0.059 0.072 0.101
H 1.191124 -2.621841 2.107405 0.173 0.195 -0.210
H -0.329964 -2.154301 1.369867 0.074 0.038 -0.284
C 5.839219 3.577949 -0.051050 0.096 0.273 -0.365
C 5.872640 2.091694 -0.343824 -0.063 0.259 0.752
O 5.696366 1.829338 -1.747992 0.174 -0.181 -0.657
C 6.754182 2.063000 -2.524080 -0.107 0.126 1.331
O 7.815451 2.466093 -2.137196 -0.010 -0.149 -0.568
C 6.436010 1.713399 -3.979143 -0.422 -0.193 -1.405
F 5.277021 2.253647 -4.388686 0.241 -0.005 0.383
F 6.331700 0.382169 -4.154019 0.116 0.203 0.370
F 7.385181 2.144287 -4.822134 -0.013 0.000 0.522
H 4.918125 4.026460 -0.428646 -0.078 -0.121 0.167
H 5.907275 3.762788 1.021122 -0.077 -0.083 -0.013
H 6.666250 4.095265 -0.540098 0.052 -0.100 0.100
H 5.044339 1.602151 0.168858 -0.064 -0.078 -0.356
H 6.793178 1.627281 0.016454 0.057 0.063 -0.264
C -0.340965 -1.906820 7.852014 -0.195 -0.329 -0.102
C -0.399724 -0.837238 6.779526 0.214 0.187 0.658
O -0.682271 -1.405718 5.489534 -0.298 -0.184 -0.544
C -1.949788 -1.771695 5.276283 0.457 0.556 1.042
O -2.838710 -1.658615 6.070402 -0.116 -0.200 -0.495
C -2.112769 -2.326855 3.860657 -0.302 -0.559 -1.456
F -1.174446 -3.249889 3.564859 -0.079 0.214 0.433
F -2.012373 -1.357800 2.935850 0.072 0.054 0.506
F -3.301237 -2.913246 3.676328 0.234 0.211 0.488
H 0.384401 -2.677218 7.582319 0.090 0.128 0.041
H -0.060525 -1.473516 8.812416 0.039 0.041 -0.063
H -1.303898 -2.405359 7.970014 0.001 0.140 0.032
H 0.572476 -0.351087 6.696643 -0.071 -0.105 -0.326
H -1.128243 -0.060637 7.020127 -0.124 -0.175 -0.136
C -5.044974 -7.889819 0.584372 0.211 -0.346 0.030
C -4.298396 -6.715738 1.185432 -0.580 0.155 -0.447
O -3.293971 -7.156197 2.117750 0.611 -0.170 0.391
C -2.181266 -7.664444 1.581404 -1.117 0.600 -0.717
O -1.985224 -7.768474 0.404915 0.543 -0.221 0.361
C -1.186368 -8.061522 2.674438 1.029 -0.454 1.077
F -1.759617 -8.803823 3.639665 -0.209 0.191 -0.342
F -0.651278 -6.982669 3.281856 -0.374 -0.031 -0.380
F -0.164367 -8.780208 2.195341 -0.426 0.242 -0.281
H -5.471363 -8.514069 1.372576 -0.095 0.133 0.001
H -5.846195 -7.542427 -0.068096 0.017 0.058 0.064
H -4.380222 -8.527125 -0.000142 -0.021 0.137 -0.055
H -4.992575 -6.093611 1.750473 0.260 -0.071 0.231
H -3.851463 -6.082372 0.416878 0.174 -0.168 0.067
```
Positions in Å, forces in eV/Å.

The value obtained for the calculated total energy is -83386.377 eV. For the LUMO energy, the calculation gives 1.85 eV. The value obtained for the HOMO energy is -4.82 eV. Its maximum force is 2.3 eV Å⁻¹. Its net charge is -1.


Entry from OMol25: a structure of composition C26H38F2O4PReS4SeTe in a non-equilibrium geometry (ωB97M-V with the def2-TZVPD basis set).

XYZ file:
```
78
Properties=species:S:1:pos:R:3:forces:R:3
Re 0.041422 -0.086967 0.161944 -0.311 0.565 -0.190
S -2.337092 -0.786586 0.058014 -0.150 -0.268 -0.263
S -3.121576 -0.474980 1.925397 0.064 0.084 0.352
S -1.602804 -1.124156 3.154207 -0.228 -0.097 -0.205
S -0.067656 0.114759 2.540025 0.218 -0.100 -0.391
F 2.843387 0.100742 -0.630399 -0.022 0.147 0.180
C 2.120493 0.247388 0.558720 0.553 -0.503 -0.118
F 2.671822 -0.735208 1.405275 0.054 0.184 -0.111
H 2.449643 1.192794 0.989547 -0.133 0.085 0.060
C 2.443513 -3.184656 -0.605462 0.131 -0.100 -0.017
Te 0.373978 -2.753909 -0.189416 0.367 -0.939 0.127
C 0.924251 -3.896856 1.555249 0.008 0.006 0.063
C 1.748099 -4.991146 0.929316 0.002 -0.047 -0.093
C 1.687429 -6.323669 1.309816 -0.007 0.017 0.059
C 2.457956 -7.278187 0.653095 0.016 0.043 -0.027
C 3.301945 -6.896480 -0.379188 -0.024 -0.004 0.025
C 3.349768 -5.565133 -0.782637 -0.008 -0.039 0.027
C 2.559523 -4.615599 -0.151586 -0.050 0.047 0.026
H 3.063254 -2.512585 -0.016331 -0.081 0.095 0.047
H 2.663361 -3.049687 -1.661511 -0.080 0.079 0.198
H 0.068652 -4.269192 2.112275 -0.092 0.053 -0.104
H 1.523134 -3.261452 2.208892 -0.028 0.109 -0.055
H 1.012881 -6.624275 2.104630 0.054 0.022 0.003
H 2.379478 -8.320945 0.935391 0.036 0.018 0.021
H 3.901497 -7.639433 -0.892043 -0.010 0.028 0.011
H 3.985472 -5.269900 -1.610150 -0.036 -0.006 0.005
C -0.665996 1.071012 -6.325725 -0.017 -0.100 0.015
C -0.421970 1.041400 -4.822711 0.106 0.226 -0.112
C 0.965483 1.584301 -4.492954 -0.047 -0.157 0.088
C -1.512956 1.827819 -4.112921 -0.040 -0.146 0.020
O -0.514550 -0.359500 -4.473758 0.176 0.137 0.202
P -0.329141 -1.099525 -3.067052 0.264 -0.267 -0.084
O -1.549741 -1.840594 -2.720468 -0.167 0.054 0.071
O 0.301580 -0.176698 -2.014023 -0.570 0.089 0.607
O 0.909013 -2.105775 -3.342184 0.079 0.116 -0.252
C 1.012197 -3.106281 -4.377858 -0.073 -0.210 -0.126
C 1.443430 -2.456587 -5.691876 -0.008 0.138 0.175
C 2.098877 -4.052750 -3.885870 -0.070 -0.039 -0.014
C -0.294588 -3.875200 -4.567772 0.046 0.145 0.129
H -0.700759 2.103957 -6.676282 0.037 -0.019 -0.013
H -1.621176 0.591949 -6.548553 0.027 0.019 -0.033
H 0.127588 0.540817 -6.856910 -0.033 0.019 0.010
H 1.027023 2.641188 -4.759310 -0.008 -0.018 -0.037
H 1.726432 1.030285 -5.048505 -0.016 0.031 0.007
H 1.165086 1.477687 -3.427347 0.022 0.060 0.000
H -1.505841 2.866136 -4.450635 0.004 -0.021 0.002
H -1.351580 1.819403 -3.040385 -0.005 0.013 0.198
H -2.490412 1.388609 -4.324048 0.038 0.024 0.003
H 2.335488 -1.846161 -5.530794 -0.022 -0.028 -0.013
H 0.648994 -1.817772 -6.072018 0.015 0.011 -0.053
H 1.671201 -3.226185 -6.432017 -0.015 -0.007 0.015
H 3.031952 -3.507453 -3.724956 -0.015 -0.032 -0.038
H 2.272637 -4.838361 -4.623738 0.011 0.002 0.010
H 1.792476 -4.517560 -2.945734 0.025 -0.023 -0.111
H -1.088350 -3.210019 -4.906445 -0.016 -0.048 -0.030
H -0.615684 -4.314937 -3.622965 -0.009 0.004 -0.020
H -0.140940 -4.667327 -5.304484 -0.005 0.027 0.003
C 1.392756 6.204987 4.222157 -0.022 -0.109 -0.075
C 0.957949 5.247948 3.140165 0.016 0.039 0.034
C -0.299208 4.662722 3.159385 0.020 0.019 -0.018
C -0.713375 3.771499 2.172632 -0.052 0.002 0.008
C -2.088178 3.166589 2.257532 0.103 0.112 0.038
C 0.167985 3.463483 1.126304 0.179 -0.159 0.025
Se -0.418443 2.289515 -0.291614 -0.046 0.652 -0.249
C 1.436362 4.065764 1.069900 -0.034 -0.015 0.034
C 2.420425 3.816248 -0.048559 -0.093 0.031 0.083
C 1.808712 4.939104 2.088835 -0.011 -0.002 -0.050
H 0.589584 6.370697 4.940536 0.024 0.019 0.002
H 1.680916 7.169129 3.798409 0.001 0.008 0.029
H 2.255978 5.808869 4.761875 -0.012 0.036 0.018
H -0.986168 4.912855 3.962360 0.002 -0.042 -0.007
H -2.710144 3.711435 2.970536 0.049 0.010 0.004
H -2.023264 2.125754 2.579194 -0.042 0.002 -0.079
H -2.572970 3.171721 1.282406 -0.054 -0.052 0.014
H 1.915108 3.458850 -0.941762 0.035 -0.024 -0.038
H 3.155457 3.060621 0.239245 0.001 0.023 -0.050
H 2.961571 4.733769 -0.288209 0.010 -0.019 0.039
H 2.792868 5.399952 2.047740 -0.031 -0.011 -0.009
```
Positions in Å, forces in eV/Å.

The value obtained for the calculated total energy is -168611.236 eV. The energy relative to the best compared isomer or geometry (same formula, charge and spin) is 0.0 kcal per mole. Its expectation value of S² is 3.781. For the LUMO energy (spin up / spin down), the calculation gives 2.41 / 1.65 eV. The value obtained for the HOMO energy (spin up / spin down) is -4.62 / -4.51 eV. Its maximum force is 1.0 eV Å⁻¹. Its net charge is -1. Its spin multiplicity is 4.